[1]
75
Properties=species:S:1:pos:R:3:forces:R:3 method="wB97M-V/def2-TZVPD" homo_energy_ev=-5.66 homo_lumo_gap_ha=0.28986 fmax_ev_per_a=1.591 charge=-1 de_lowest_kj_mol=0.00
Pt 2.577 -0.433 -0.905 0.843 -0.611 1.203
O 2.348 0.283 2.824 0.378 0.208 0.078
S 1.158 -0.581 2.724 -0.280 -0.131 0.143
C 1.213 -1.621 4.204 -0.014 -0.087 -0.066
C 0.079 -2.294 4.631 -0.043 -0.013 -0.018
C 0.134 -3.060 5.786 0.015 0.003 -0.013
C 1.316 -3.136 6.511 0.001 -0.004 0.005
C 2.442 -2.443 6.082 0.024 -0.007 0.008
C 2.394 -1.678 4.926 -0.032 0.012 -0.024
C 1.546 -1.856 1.517 0.310 0.238 -0.137
C 0.564 -2.639 0.995 -0.080 -0.184 -0.101
C 0.850 -3.489 -0.094 -0.066 -0.082 0.162
C 2.089 -3.479 -0.669 0.093 -0.114 0.094
C 3.119 -2.645 -0.158 -0.280 0.274 -0.057
C 2.857 -1.831 0.964 -0.504 -0.151 -0.211
H -0.845 -2.214 4.068 0.012 0.007 -0.002
H -0.747 -3.589 6.126 0.002 0.003 -0.002
H 1.358 -3.728 7.417 0.000 0.001 -0.003
H 3.360 -2.496 6.654 -0.004 -0.002 0.001
H 3.244 -1.108 4.572 0.002 -0.001 0.029
H -0.447 -2.582 1.385 0.005 0.009 -0.025
H 0.070 -4.121 -0.500 -0.010 0.032 -0.002
H 2.298 -4.108 -1.523 -0.002 0.062 -0.024
H 4.131 -2.769 -0.514 -0.038 0.026 -0.003
H 3.641 -1.365 1.545 0.034 0.256 -0.254
F 5.315 -1.051 -1.254 -0.068 0.046 -0.009
C 4.540 -0.008 -0.736 0.138 0.082 -0.094
F 5.039 0.161 0.544 -0.146 -0.059 -0.008
C 5.087 1.226 -1.493 -0.124 0.036 -0.035
F 4.687 1.232 -2.771 0.031 -0.020 -0.038
F 6.436 1.227 -1.506 0.058 -0.013 0.007
F 4.711 2.373 -0.925 0.004 0.040 0.049
Cl -1.875 0.464 0.833 -0.088 0.009 -0.108
C -3.503 -0.090 0.975 -0.018 -0.086 -0.112
C -4.181 0.123 2.162 0.034 0.013 -0.005
C -5.456 -0.387 2.351 -0.037 -0.018 0.003
C -6.056 -1.119 1.341 -0.012 0.007 0.026
C -5.384 -1.301 0.147 0.008 0.015 -0.021
Cl -6.171 -2.217 -1.115 -0.016 -0.008 -0.001
C -4.103 -0.791 -0.093 0.101 0.040 0.080
N -3.435 -1.036 -1.284 0.054 0.028 0.062
C -2.878 0.026 -2.068 0.003 -0.010 -0.030
C -3.472 1.284 -2.057 -0.010 -0.026 0.002
C -2.956 2.307 -2.830 0.008 0.056 0.024
C -1.848 2.074 -3.633 0.047 0.051 0.024
C -1.264 0.819 -3.645 0.037 -0.044 0.021
C -1.760 -0.223 -2.864 -0.003 0.010 0.146
C -1.054 -1.554 -2.858 0.013 -0.004 0.015
C 0.397 -1.453 -2.377 -0.061 0.158 0.179
O 1.303 -1.945 -3.045 -0.076 0.011 -0.136
O 0.540 -0.851 -1.244 0.122 -0.025 -0.492
H -3.680 0.675 2.946 -0.008 -0.005 -0.008
H -5.975 -0.224 3.286 -0.001 0.000 -0.001
H -7.045 -1.540 1.461 -0.001 0.002 0.004
H -3.877 -1.746 -1.847 -0.029 0.005 0.022
H -4.338 1.457 -1.429 0.007 -0.009 0.000
H -3.415 3.287 -2.797 0.016 0.035 -0.007
H -1.424 2.877 -4.222 0.003 -0.007 -0.011
H -0.377 0.638 -4.243 -0.007 0.011 0.006
H -1.037 -1.992 -3.855 -0.019 -0.009 -0.008
H -1.570 -2.239 -2.185 0.028 -0.044 0.015
Br -2.078 6.220 -1.099 -0.016 -0.008 0.001
C -0.522 5.287 -1.679 -0.002 -0.028 -0.027
C 0.224 5.815 -2.720 0.017 0.005 0.000
C 1.351 5.124 -3.148 -0.018 0.030 -0.009
C 1.710 3.925 -2.550 0.015 -0.014 -0.039
C 0.945 3.413 -1.511 -0.052 0.004 -0.007
C -0.178 4.098 -1.065 -0.045 0.028 -0.001
C 1.277 2.094 -0.855 0.150 -0.148 0.081
O 0.678 1.734 0.142 0.016 0.027 -0.007
O 2.231 1.464 -1.470 -0.416 0.098 -0.355
H -0.069 6.746 -3.185 0.002 -0.002 0.003
H 1.947 5.527 -3.957 -0.005 -0.001 0.003
H 2.578 3.371 -2.882 -0.015 0.003 0.015
H -0.764 3.677 -0.260 0.015 -0.004 -0.003

[2]
76
Properties=species:S:1:pos:R:3:forces:R:3 method="wB97M-V/def2-TZVPD" homo_energy_ev="-9.12 / -10.57" homo_lumo_gap_ha="0.23050 / 0.26206" multiplicity=4 fmax_ev_per_a=0.368 s2=3.78 charge=+1 de_lowest_kj_mol=62.58
Tc -0.370 -0.203 -1.017 -0.144 -0.088 -0.008
C -0.064 3.644 3.381 0.000 -0.028 0.037
C -0.124 2.260 3.319 0.005 0.021 -0.003
C -0.419 1.627 2.122 0.024 0.053 0.060
C -0.653 2.372 0.968 0.168 0.026 -0.026
C -0.608 3.766 1.034 0.020 0.032 0.047
C -0.310 4.388 2.233 -0.015 0.039 0.000
N -0.948 1.720 -0.247 0.023 -0.041 -0.171
N -1.815 2.408 -0.988 -0.092 0.069 0.126
C -2.210 1.772 -2.097 -0.091 0.020 -0.141
C -3.124 2.412 -2.969 0.092 -0.025 0.103
C -3.524 1.782 -4.108 0.006 -0.085 -0.054
C -3.024 0.499 -4.398 0.016 0.023 0.040
C -2.149 -0.083 -3.524 -0.024 -0.028 -0.022
N -1.733 0.524 -2.385 0.019 0.000 0.020
H 0.167 4.140 4.313 0.008 0.008 0.015
H 0.056 1.663 4.205 0.003 0.004 0.006
H -0.495 0.551 2.094 0.031 -0.028 0.001
H -0.798 4.344 0.143 0.002 -0.003 -0.023
H -0.263 5.468 2.271 0.004 0.016 0.008
H -3.470 3.397 -2.694 -0.014 0.023 0.007
H -4.220 2.263 -4.782 -0.008 0.000 -0.014
H -3.316 -0.036 -5.288 -0.015 -0.006 -0.023
H -1.746 -1.066 -3.706 -0.015 0.002 0.001
S 3.814 -2.265 -1.918 -0.028 0.019 0.060
C 3.333 -3.418 -0.758 -0.047 0.042 0.052
C 2.388 -2.939 0.101 0.078 -0.019 -0.084
C 2.070 -1.605 -0.222 0.105 -0.018 -0.108
C 2.743 -1.084 -1.291 0.071 -0.087 0.104
C 2.573 0.237 -1.898 -0.021 0.031 -0.032
C 3.665 0.916 -2.416 -0.045 0.005 -0.014
C 3.476 2.138 -3.033 -0.003 0.012 -0.006
C 2.196 2.663 -3.100 -0.043 -0.022 0.023
C 1.157 1.943 -2.544 0.026 0.043 -0.012
N 1.323 0.747 -1.968 0.058 -0.004 0.155
H 3.770 -4.402 -0.773 0.016 -0.045 0.005
H 1.945 -3.496 0.911 -0.009 -0.022 0.020
H 4.652 0.486 -2.321 0.007 -0.016 0.007
H 4.318 2.676 -3.445 0.011 0.016 -0.011
H 1.995 3.617 -3.562 0.002 0.016 -0.016
H 0.150 2.330 -2.560 0.018 0.013 -0.015
Cl -2.849 -2.985 -1.057 0.062 0.175 0.151
C -1.233 -3.244 -1.639 -0.030 -0.015 0.062
C -0.426 -2.166 -2.037 0.148 0.087 -0.060
C 0.539 -2.540 -2.990 -0.087 0.158 -0.062
Cl 1.157 -1.336 -4.093 -0.011 -0.007 0.003
C 0.925 -3.853 -3.236 -0.011 -0.052 -0.040
Cl 2.166 -4.223 -4.366 -0.001 -0.058 -0.032
C 0.263 -4.884 -2.574 0.000 -0.017 0.012
Cl 0.778 -6.508 -2.763 -0.002 0.000 0.008
C -0.874 -4.579 -1.833 0.079 -0.086 -0.041
Cl -1.829 -5.856 -1.191 0.020 -0.019 0.005
N -3.856 1.469 1.736 -0.095 -0.242 -0.024
C -4.124 0.316 2.362 0.029 0.253 0.074
N -5.136 0.269 3.232 -0.006 -0.040 -0.003
N -3.425 -0.806 2.194 -0.028 -0.048 -0.020
C -2.508 -0.775 1.284 -0.020 0.105 -0.028
N -1.688 -0.744 0.467 -0.215 -0.277 -0.112
H -4.427 2.286 1.863 0.013 0.018 0.016
H -3.082 1.533 1.091 -0.028 0.071 -0.007
H -5.719 1.062 3.429 0.019 0.008 0.009
H -5.327 -0.607 3.686 -0.012 -0.005 -0.012
O 2.379 1.072 0.886 -0.043 -0.172 0.097
C 1.944 0.080 1.360 0.013 0.115 -0.043
O 1.161 -0.828 0.510 0.013 0.036 -0.154
C 2.087 -0.446 2.720 0.002 0.086 0.024
C 3.016 0.180 3.549 -0.034 -0.014 0.029
C 3.165 -0.254 4.853 0.012 0.013 -0.010
C 2.380 -1.297 5.329 -0.015 -0.022 0.009
C 1.446 -1.911 4.505 0.005 -0.004 0.010
C 1.298 -1.492 3.194 0.004 -0.018 0.006
H 3.605 1.000 3.162 0.009 0.010 -0.017
H 3.889 0.220 5.501 0.012 0.003 0.010
H 2.497 -1.633 6.350 -0.002 -0.004 0.013
H 0.834 -2.718 4.884 -0.008 -0.012 0.010
H 0.566 -1.958 2.548 0.002 0.009 0.000

[3]
80
Properties=species:S:1:pos:R:3:forces:R:3 method="wB97M-V/def2-TZVPD" homo_energy_ev="-1.48 / -1.49" homo_lumo_gap_ha="0.20107 / 0.20114" multiplicity=6 fmax_ev_per_a=0.528 s2=8.76 charge=-2 de_lowest_kj_mol=321.45
Mn -1.264 -0.670 1.565 0.290 0.159 0.241
C 5.598 -0.797 -2.182 0.023 0.036 -0.014
C 4.532 -1.295 -1.245 -0.064 0.024 0.021
C 4.723 -2.449 -0.495 0.037 -0.012 -0.031
C 3.726 -2.933 0.342 0.034 -0.065 0.075
C 2.522 -2.257 0.438 0.025 0.132 -0.035
C 2.314 -1.094 -0.296 0.071 -0.052 -0.031
C 3.314 -0.623 -1.130 0.035 0.007 0.033
S 1.241 -2.912 1.485 0.023 0.015 0.079
O 0.217 -3.438 0.625 -0.111 0.040 -0.066
O 1.896 -3.845 2.371 0.026 -0.045 0.080
N 0.625 -1.640 2.250 -0.136 0.027 0.088
C 1.139 -1.206 3.461 0.051 0.144 0.046
C 2.324 -1.582 4.076 -0.066 0.075 0.012
C 2.675 -1.112 5.358 0.031 -0.072 -0.097
C 1.877 -0.267 6.070 -0.080 0.021 -0.031
C 0.680 0.188 5.469 0.126 -0.044 -0.022
C -0.212 1.067 6.117 0.059 0.043 0.186
C -1.339 1.491 5.487 -0.156 0.064 -0.131
C -1.566 1.058 4.167 -0.173 0.313 0.174
N -0.755 0.255 3.537 -0.215 -0.389 -0.056
C 0.338 -0.237 4.169 0.251 -0.059 -0.112
H 6.577 -1.204 -1.922 -0.034 0.008 0.000
H 5.664 0.294 -2.165 -0.014 -0.046 0.000
H 5.374 -1.094 -3.209 -0.014 0.008 -0.013
H 5.666 -2.982 -0.566 -0.029 0.018 -0.001
H 3.878 -3.831 0.930 -0.031 0.074 -0.043
H 1.377 -0.559 -0.228 -0.044 0.007 0.036
H 3.137 0.280 -1.706 0.031 -0.038 0.035
H 2.979 -2.282 3.590 0.040 -0.081 -0.062
H 3.609 -1.462 5.785 -0.007 0.007 0.006
H 2.136 0.066 7.069 0.002 -0.007 -0.027
H 0.019 1.389 7.128 -0.003 0.007 -0.017
H -2.052 2.154 5.959 0.037 -0.015 -0.011
H -2.427 1.414 3.616 -0.042 -0.049 0.037
Cl 0.150 2.613 1.403 -0.045 -0.079 0.012
C -1.541 2.333 1.170 0.057 0.008 -0.004
C -2.038 1.157 0.407 -0.064 -0.038 -0.137
C -4.406 1.208 -0.637 0.109 -0.093 0.072
Cl -4.783 -0.294 -1.362 0.038 0.002 0.011
C -4.682 2.401 -1.143 -0.031 0.163 0.013
Cl -5.427 2.706 -2.656 -0.003 -0.002 0.017
C -4.151 3.524 -0.285 -0.059 0.069 0.047
Cl -5.510 4.720 0.039 0.086 -0.059 -0.006
C -2.491 3.144 1.624 -0.117 0.034 -0.036
Cl -2.264 4.547 2.602 -0.026 -0.001 -0.012
S -1.239 -1.428 -0.846 0.089 -0.322 -0.409
C -0.596 -1.528 -2.564 -0.008 -0.116 -0.213
N -0.181 -2.608 -3.164 0.275 0.193 -0.090
N 0.032 -2.424 -4.559 -0.047 0.327 0.321
C 0.892 -1.557 -5.164 0.032 -0.142 0.102
C 0.832 -1.378 -6.561 0.032 -0.021 0.018
C 1.731 -0.552 -7.213 -0.058 -0.021 0.019
C 2.713 0.137 -6.510 0.003 -0.010 0.046
C 2.768 -0.031 -5.129 0.003 0.005 -0.007
C 1.891 -0.862 -4.456 -0.143 0.021 -0.150
N -0.831 -0.249 -2.854 0.166 -0.102 0.039
N -1.328 0.099 -1.581 -0.225 0.031 -0.261
C -1.635 1.279 -1.050 0.045 0.098 0.112
C -1.492 2.423 -1.810 -0.076 -0.007 0.013
C -1.950 3.764 -1.550 -0.003 0.078 -0.004
C -3.021 4.292 -0.916 0.077 -0.131 0.035
C -3.824 2.768 1.049 0.187 0.040 -0.059
C -3.598 1.299 0.622 0.085 0.114 -0.024
H -0.634 -2.903 -5.133 -0.157 -0.040 -0.108
H 0.055 -1.885 -7.125 0.035 0.008 0.023
H 1.650 -0.433 -8.289 0.005 -0.003 0.017
H 3.402 0.801 -7.020 -0.026 -0.033 0.029
H 3.511 0.513 -4.554 0.017 -0.017 0.005
H 1.944 -0.972 -3.386 -0.034 -0.042 0.112
H -0.964 2.284 -2.751 -0.027 0.033 0.107
H -1.319 4.527 -2.011 -0.025 -0.058 0.006
H -3.089 5.369 -0.832 -0.030 -0.047 -0.046
H -4.661 2.871 1.735 -0.025 -0.013 0.037
H -3.957 0.609 1.383 -0.045 -0.043 -0.005
O -4.474 -3.350 2.575 -0.035 0.051 0.027
Cl -4.132 -2.044 3.039 0.176 0.054 -0.006
O -5.034 -1.053 2.521 0.018 -0.037 0.046
O -4.089 -1.994 4.472 -0.047 0.009 -0.036
O -2.769 -1.728 2.553 -0.151 -0.115 -0.020